Entry 1:
{
  "formula": "C37H27F15N6O2Ti",
  "method": "ωB97M-V/def2-TZVPD",
  "largest_force_ev_per_a": 0.4,
  "multiplicity": 1,
  "e_tot_ev": -115719.3024,
  "e_above_lowest_ev": 0.6713,
  "e_homo_ev": -8.00,
  "species": ["Ti", "C", "N", "C", "C", "N", "C", "C", "F", "C", "F", "C", "F", "C", "F", "C", "F", "C", "C", "N", "C", "C", "F", "C", "F", "C", "F", "C", "F", "C", "F", "H", "H", "H", "H", "H", "H", "H", "H", "H", "H", "H", "C", "C", "C", "C", "N", "C", "C", "C", "C", "C", "C", "C", "H", "H", "H", "H", "H", "H", "H", "H", "F", "C", "F", "C", "F", "F", "F", "O", "C", "N", "C", "O", "C", "C", "C", "C", "N", "C", "H", "H", "H", "H", "H", "H", "H", "H"],
  "xyz": [[0.709344, -0.435162, 0.393513], [0.511847, -3.875907, 0.422331], [1.349316, -2.743051, -0.021039], [1.451716, -2.807605, -1.486452], [2.217322, -1.626448, -2.012612], [1.729423, -0.387211, -1.402926], [2.291588, 0.751629, -1.968806], [3.365846, 0.840321, -2.873507], [4.066033, -0.234373, -3.285612], [3.818940, 2.050743, -3.379128], [4.847492, 2.049587, -4.228377], [3.244985, 3.249602, -3.013372], [3.690069, 4.405282, -3.508067], [2.197164, 3.215201, -2.113003], [1.606426, 4.341391, -1.714997], [1.765517, 2.001617, -1.632024], [0.765956, 2.005908, -0.728754], [2.662483, -2.873487, 0.633916], [2.570335, -2.140823, 1.943720], [2.217588, -0.745238, 1.626277], [3.098324, 0.139580, 2.280133], [3.936589, 1.004769, 1.590613], [3.907200, 1.033095, 0.252674], [4.800717, 1.871527, 2.234515], [5.574807, 2.695238, 1.525654], [4.870243, 1.874481, 3.613924], [5.704846, 2.700005, 4.243272], [4.071259, 1.004276, 4.335958], [4.134382, 0.994657, 5.668068], [3.208518, 0.156707, 3.670290], [2.444382, -0.667589, 4.397060], [1.003475, -4.813533, 0.138639], [0.379727, -3.855870, 1.501174], [-0.456875, -3.820676, -0.059498], [1.939148, -3.742418, -1.794111], [0.431129, -2.808800, -1.860587], [3.285433, -1.761776, -1.832461], [2.095755, -1.599353, -3.100809], [2.919963, -3.931003, 0.757543], [3.430822, -2.398966, 0.027827], [1.826707, -2.605154, 2.599793], [3.526557, -2.180759, 2.467602], [-3.443068, -2.397691, -3.263530], [-4.330868, -1.885070, -2.327914], [-3.923116, -1.756042, -1.013663], [-2.624026, -2.131931, -0.663822], [-1.766963, -2.603164, -1.568569], [-2.174838, -2.735563, -2.829340], [-2.182097, -2.058440, 0.762402], [-3.084735, -2.618274, 1.668092], [-2.814890, -2.684013, 3.025071], [-1.618330, -2.177040, 3.491055], [-0.718751, -1.609869, 2.596142], [-0.958841, -1.515518, 1.219020], [-3.720161, -2.524646, -4.301053], [-5.328706, -1.580992, -2.618358], [-4.581148, -1.318635, -0.275156], [-1.442905, -3.132193, -3.527631], [-4.010864, -3.034677, 1.290639], [-3.531797, -3.131221, 3.701355], [-1.375238, -2.211103, 4.545825], [0.197620, -1.212727, 3.008574], [1.440735, 2.221785, 1.669893], [0.381470, 1.342702, 1.872750], [0.524562, 0.926649, 3.184531], [-0.817565, 2.300208, 2.027341], [-1.915188, 1.645121, 2.433134], [-1.126323, 2.940238, 0.874573], [-0.573295, 3.256104, 2.928631], [-3.336349, 5.053707, 0.479931], [-3.811060, 4.416603, -0.674967], [-4.714348, 3.323473, -0.381344], [-4.442043, 1.993510, -0.404206], [-5.173657, 1.168569, 0.113410], [-3.212605, 1.541035, -1.138397], [-3.042026, 1.705676, -2.501148], [-1.933001, 1.130252, -3.101034], [-1.012123, 0.472058, -2.309404], [-1.149886, 0.338990, -0.983955], [-2.259930, 0.824125, -0.433086], [-2.635997, 4.518330, 0.871032], [-2.997778, 4.034409, -1.291841], [-4.351464, 5.178028, -1.234754], [-5.548598, 3.552115, 0.141648], [-3.771821, 2.251464, -3.087260], [-1.773859, 1.196987, -4.168078], [-0.121081, 0.030446, -2.732245], [-2.405505, 0.625784, 0.617325]],
  "forces_ev_per_angstrom": [[-0.4, -0.2, -0.1], [0.0, 0.0, 0.0], [0.0, 0.0, 0.0], [0.0, 0.0, 0.0], [0.0, 0.0, 0.0], [0.2, 0.1, -0.1], [0.0, 0.0, 0.0], [0.0, 0.0, 0.0], [0.0, 0.0, 0.0], [0.0, 0.0, 0.0], [0.0, 0.0, 0.0], [0.0, 0.0, 0.0], [0.0, 0.0, 0.0], [0.0, 0.0, 0.0], [0.0, 0.0, 0.0], [0.0, 0.0, 0.0], [0.0, 0.0, 0.0], [0.0, 0.0, 0.0], [-0.1, 0.0, 0.0], [0.2, 0.1, 0.1], [0.0, -0.1, 0.0], [0.0, 0.0, 0.0], [0.0, 0.0, 0.0], [0.0, 0.0, 0.0], [0.0, 0.0, 0.0], [0.0, 0.0, 0.0], [0.0, 0.0, 0.0], [0.0, 0.0, 0.0], [0.0, 0.0, 0.0], [0.0, 0.0, 0.0], [0.0, 0.0, 0.0], [0.0, 0.0, 0.0], [0.0, 0.0, 0.0], [0.0, 0.0, 0.0], [0.0, 0.0, 0.0], [0.0, 0.0, 0.0], [0.0, 0.0, 0.0], [0.0, 0.0, 0.0], [0.0, 0.0, 0.0], [0.0, 0.0, 0.0], [0.0, 0.0, 0.0], [0.0, 0.0, 0.0], [0.0, 0.0, 0.0], [0.0, 0.0, 0.0], [0.0, 0.0, 0.0], [0.0, 0.0, 0.0], [0.0, 0.0, 0.0], [0.0, 0.0, 0.0], [0.0, 0.0, 0.0], [0.0, 0.0, 0.0], [0.0, 0.0, 0.0], [0.0, 0.0, 0.0], [0.0, 0.0, 0.0], [0.1, 0.0, 0.1], [0.0, 0.0, 0.0], [0.0, 0.0, 0.0], [0.0, 0.0, 0.0], [0.0, 0.0, 0.0], [0.0, 0.0, 0.0], [0.0, 0.0, 0.0], [0.0, 0.0, 0.0], [0.0, 0.0, 0.0], [0.0, 0.0, 0.0], [-0.1, 0.1, 0.1], [0.1, 0.0, 0.0], [0.0, 0.0, 0.0], [0.0, 0.0, 0.0], [0.0, 0.0, 0.0], [0.0, 0.0, 0.0], [0.0, 0.0, 0.0], [0.0, 0.0, 0.0], [0.0, 0.0, -0.1], [0.0, -0.1, 0.0], [0.0, 0.0, 0.0], [0.0, 0.0, 0.0], [0.0, 0.0, 0.0], [0.0, 0.0, 0.0], [0.0, 0.0, 0.0], [0.0, 0.0, 0.0], [0.0, 0.0, 0.0], [0.0, 0.0, 0.0], [0.0, 0.0, 0.0], [0.0, 0.0, 0.0], [0.0, 0.0, 0.0], [0.0, 0.0, 0.0], [0.0, 0.0, 0.0], [0.0, 0.0, 0.0], [0.0, 0.0, 0.0]],
  "lowdin_charge": [1.170, -0.058, -0.230, -0.176, -0.215, -0.093, -0.187, -0.132, 0.080, -0.142, 0.126, -0.144, 0.125, -0.137, 0.133, -0.156, 0.058, -0.162, -0.186, -0.106, -0.185, -0.146, 0.124, -0.134, 0.127, -0.134, 0.130, -0.131, 0.127, -0.159, 0.116, 0.100, 0.091, 0.069, 0.138, 0.087, 0.108, 0.130, 0.132, 0.120, 0.107, 0.134, -0.065, -0.047, -0.021, -0.255, 0.106, -0.139, -0.197, -0.030, -0.067, -0.062, -0.135, -0.160, 0.102, 0.114, 0.111, 0.109, 0.115, 0.105, 0.110, 0.069, 0.022, -0.324, 0.017, -0.574, 0.146, 0.120, 0.166, -0.019, -0.248, 0.116, -0.442, 0.081, -0.122, 0.005, -0.016, -0.108, 0.038, -0.085, 0.068, 0.119, 0.129, 0.155, 0.132, 0.115, 0.109, 0.118]
}

Entry 2:
{
  "formula": "C26H45N3P2W",
  "method": "ωB97M-V/def2-TZVPD",
  "largest_force_ev_per_a": 6.8,
  "multiplicity": 3,
  "e_tot_ev": -52546.9169,
  "e_above_lowest_ev": 0.0000,
  "e_homo_ev": [-13.92, -14.07],
  "charge": 2,
  "species": ["W", "C", "C", "C", "C", "C", "C", "H", "H", "H", "C", "H", "H", "H", "C", "H", "H", "H", "C", "H", "H", "H", "C", "H", "H", "H", "C", "C", "C", "C", "C", "C", "C", "C", "H", "H", "H", "H", "H", "H", "H", "H", "H", "H", "H", "H", "P", "C", "H", "H", "H", "C", "H", "H", "H", "C", "H", "H", "H", "P", "C", "H", "H", "H", "C", "H", "H", "H", "C", "H", "H", "H", "N", "C", "N", "C", "N"],
  "xyz": [[-0.317554, 0.114563, 0.008406], [-1.790466, 1.653810, 0.683419], [-2.305958, 0.810114, -0.338997], [-1.997353, -0.486627, 1.549713], [-1.730426, 0.877436, 1.869537], [-2.378669, -0.532538, 0.184833], [-1.701114, 3.149979, 0.600431], [-1.307159, 3.452279, -0.367758], [-1.058095, 3.567998, 1.373159], [-2.705649, 3.575610, 0.703780], [-1.676229, 1.435409, 3.248031], [-1.364795, 2.488100, 3.267154], [-1.020879, 0.902396, 3.954317], [-2.694287, 1.400649, 3.669759], [-2.216867, -1.594897, 2.529046], [-3.290266, -1.780306, 2.673341], [-1.787753, -1.397134, 3.516081], [-1.788986, -2.539890, 2.188769], [-2.912958, -1.721627, -0.536583], [-3.970969, -1.594905, -0.807857], [-2.805791, -2.644723, 0.043144], [-2.356354, -1.841256, -1.465535], [-2.882971, 1.277311, -1.618799], [-3.960600, 1.477397, -1.524843], [-2.766258, 0.506170, -2.366635], [-2.400066, 2.207409, -1.948897], [1.504445, 0.609715, -1.779676], [0.325167, 1.306725, -1.933840], [-0.258607, 1.480496, -3.321818], [-1.066314, 0.299604, -3.920328], [-1.046346, -0.982693, -3.142302], [0.084842, -1.698401, -2.972334], [1.402408, -1.265022, -3.579111], [2.176282, -0.072947, -2.921739], [0.520332, 1.725332, -4.073108], [-0.710083, 0.068639, -4.942129], [-0.891489, 2.384258, -3.343292], [2.415932, 0.652495, -3.729611], [2.139102, 0.736783, -0.904357], [0.064454, 2.120667, -1.225532], [3.191602, -0.422901, -2.640776], [2.067963, -2.152048, -3.606627], [0.059376, -2.743631, -2.654746], [1.233390, -1.011507, -4.641854], [-2.107950, 0.613608, -4.090293], [-2.027817, -1.450525, -3.000646], [1.686287, 2.149327, 0.968465], [1.485534, 2.895925, 2.646169], [2.380730, 3.497446, 2.887956], [1.350319, 2.103255, 3.406926], [0.592531, 3.541865, 2.644277], [3.307398, 1.239559, 1.111567], [4.071888, 1.912667, 1.536689], [3.639279, 0.885684, 0.121642], [3.155830, 0.358166, 1.762187], [2.029404, 3.553882, -0.150020], [2.204534, 3.163360, -1.162566], [2.904115, 4.121477, 0.198099], [1.134740, 4.194457, -0.178139], [0.709053, -2.647017, 0.418375], [-0.308814, -3.966139, -0.349106], [0.312918, -4.792889, -0.731372], [-0.895622, -3.532753, -1.176572], [-1.019052, -4.349328, 0.402926], [2.266411, -2.567492, -0.559621], [2.023708, -2.229417, -1.581390], [2.769482, -3.543635, -0.597294], [2.939803, -1.825181, -0.101241], [1.261457, -3.416138, 2.020868], [1.662643, -4.436261, 1.874127], [0.401806, -3.475489, 2.710444], [2.039840, -2.797525, 2.499596], [0.758627, -0.267442, 1.773688], [0.707428, -0.417971, 2.975196], [1.172952, -0.725607, 4.083291], [0.797765, -0.757184, 5.361179], [0.568784, -0.831009, 6.520766]],
  "forces_ev_per_angstrom": [[5.4, -2.0, 3.6], [-1.3, 0.6, 0.7], [-1.3, -0.2, -0.2], [-1.0, 0.5, 0.1], [-0.4, 0.0, 0.2], [-1.4, 0.2, -0.6], [0.0, -0.2, -0.1], [-0.1, 0.2, -0.1], [-0.1, 0.0, 0.0], [0.2, 0.0, 0.0], [0.6, 0.3, 0.5], [-0.1, -0.3, -0.1], [-0.3, 0.0, -0.3], [0.3, -0.1, -0.2], [0.4, -0.3, 0.2], [0.2, 0.2, -0.1], [0.0, 0.1, -0.2], [0.0, 0.0, -0.1], [-0.3, -0.3, -0.3], [0.2, 0.0, 0.2], [-0.1, 0.3, 0.0], [-0.3, -0.3, 0.5], [-0.4, 0.4, -0.3], [0.3, 0.0, 0.2], [-0.2, 0.2, 0.0], [-0.3, -0.4, 0.0], [-0.2, 0.6, -0.1], [0.7, 0.8, -0.7], [-0.4, 0.4, -0.8], [-0.5, 0.0, -0.6], [0.4, -0.8, -0.8], [-0.4, 0.2, -0.8], [0.3, -0.4, -0.4], [0.8, -0.7, -0.5], [0.0, -0.2, 0.8], [0.1, 0.1, 0.4], [0.2, -0.4, 0.2], [-0.5, 0.0, 0.6], [-0.4, 0.0, -0.2], [0.4, -0.4, -0.4], [-0.7, 0.1, 0.2], [-0.3, 0.6, 0.0], [-0.2, 0.5, 0.1], [-0.1, -0.1, 0.4], [0.5, -0.1, 0.1], [0.6, 0.2, 0.0], [0.1, -0.3, 0.0], [-0.2, -0.2, -0.2], [-0.4, -0.3, -0.1], [0.2, 0.4, -0.4], [0.5, -0.2, 0.1], [-0.4, 0.1, 0.1], [-0.3, -0.3, -0.2], [0.1, 0.2, 0.4], [0.2, 0.5, -0.2], [0.0, -0.1, 0.1], [0.1, 0.3, 0.3], [-0.3, -0.1, -0.2], [0.4, 0.0, 0.0], [0.0, 0.1, -1.0], [-0.1, 0.0, -0.2], [-0.3, 0.2, 0.2], [0.3, -0.4, 0.5], [0.3, 0.0, -0.3], [-0.1, 0.1, -0.1], [0.2, -0.3, 0.7], [-0.1, 0.2, 0.0], [-0.2, -0.3, -0.1], [-0.3, 0.6, 0.1], [-0.3, 0.5, -0.3], [0.4, 0.0, -0.2], [-0.3, -0.2, -0.2], [-1.1, 0.3, 1.4], [2.0, -0.5, -1.3], [-0.7, 0.1, 0.7], [-0.5, -0.1, 2.6], [0.5, 0.3, -3.4]],
  "lowdin_spin": [1.553, 0.009, 0.018, 0.006, -0.017, 0.043, 0.005, 0.000, 0.000, 0.000, -0.003, 0.000, -0.001, -0.002, 0.001, 0.000, 0.000, 0.000, 0.021, 0.004, 0.000, 0.003, 0.008, 0.000, 0.000, 0.000, 0.078, 0.075, 0.007, 0.005, 0.020, 0.031, 0.008, 0.009, 0.000, 0.001, 0.001, 0.002, 0.020, 0.026, 0.000, 0.000, 0.001, 0.001, 0.000, 0.000, 0.010, -0.001, 0.000, 0.000, 0.000, 0.006, 0.001, 0.000, 0.000, 0.001, 0.000, 0.000, 0.001, -0.032, -0.007, -0.002, 0.000, 0.000, 0.009, 0.001, 0.001, 0.001, -0.008, -0.002, 0.000, 0.000, 0.006, 0.028, 0.034, 0.002, 0.016]
}